Record 1
{"formula": "C4H7N5", "method": "wB97M-V/def2-TZVPD", "largest_force_ha_per_bohr": 0.154, "relative_energy_kcal_mol": 164.93, "smiles": "N/N=C1\\C=CNNC=N1", "gap_ev": 7.92, "e_homo_ev": -7.27, "lumo_energy_ev": 0.65, "multiplicity": 1, "molar_mass_g_mol": 125.13, "species": ["C", "C", "C", "C", "H", "H", "H", "H", "H", "H", "H", "N", "N", "N", "N", "N"], "coordinates": [[-0.69503, 0.65394, -0.07329], [-0.39004, -0.66597, -0.67619], [0.67748, -1.37046, -0.39197], [1.32453, 1.61350, -0.00988], [-3.52236, 0.11958, 0.81144], [-2.30654, -1.23333, 0.47063], [-1.25317, -0.91437, -1.29625], [1.14458, -2.30447, -0.90548], [1.11523, -0.76054, 1.56387], [2.96124, 0.22939, -0.31202], [2.02758, 2.47273, -0.33083], [-2.63061, -0.20558, 0.38415], [-1.97147, 0.97804, 0.04603], [1.54535, -0.84682, 0.67088], [1.93029, 0.44889, 0.25690], [0.04295, 1.78550, -0.20799]], "atomic_forces_ev_per_a": [[-3.21, 1.65, -1.56], [-1.02, 0.39, 0.26], [1.83, -2.01, 0.37], [-1.69, 1.82, -2.61], [1.00, -1.45, -0.64], [-0.33, 2.92, 0.05], [0.71, -0.54, -0.53], [-1.45, 1.69, 0.88], [-0.68, -0.16, 0.68], [-3.83, 1.73, 2.38], [-1.04, -1.53, 0.96], [-3.34, -0.08, 0.16], [2.26, -3.75, 2.10], [-0.59, 0.64, -1.84], [7.51, -2.02, -1.40], [3.87, 0.67, 0.73]], "nbo_charge": [0.208, -0.290, -0.036, 0.259, 0.390, 0.389, 0.242, 0.218, 0.366, 0.387, 0.197, -0.741, -0.171, -0.470, -0.481, -0.466]}

---

Record 2
{"formula": "C4H7NO", "method": "wB97M-V/def2-TZVPD", "largest_force_ha_per_bohr": 0.028, "relative_energy_kcal_mol": 45.84, "smiles": "C=CN(C)C=O", "gap_ev": 10.86, "e_homo_ev": -9.88, "lumo_energy_ev": 0.99, "multiplicity": 1, "molar_mass_g_mol": 85.11, "species": ["C", "N", "C", "C", "C", "O", "H", "H", "H", "H", "H", "H", "H"], "coordinates": [[-1.39960, 0.74200, -0.08280], [0.03058, 0.49862, 0.15926], [1.16955, -1.06475, -1.32956], [0.43434, -0.79757, -0.28795], [0.55515, 0.67096, 1.45024], [-0.01456, 0.89136, 2.50228], [-1.68141, 0.05804, -0.87498], [-1.53182, 1.76135, -0.45037], [-2.03985, 0.55396, 0.77314], [1.40350, -2.09167, -1.52190], [1.46764, -0.25561, -1.95549], [-0.04977, -1.62572, 0.18117], [1.65625, 0.65902, 1.43695]], "atomic_forces_ev_per_a": [[0.20, 0.01, -0.15], [-0.19, -0.12, 0.71], [0.25, 0.28, -0.24], [-0.64, -0.08, -0.11], [0.11, 0.82, 1.03], [-0.17, 0.00, -1.42], [-0.24, 0.04, -0.15], [-0.06, -0.06, 0.19], [0.07, 0.05, 0.28], [0.11, -0.24, -0.47], [0.70, 0.25, -0.45], [-0.16, -0.53, 0.91], [0.01, -0.42, -0.14]], "nbo_charge": [-0.423, -0.503, -0.373, -0.028, 0.550, -0.561, 0.207, 0.213, 0.213, 0.210, 0.206, 0.172, 0.116]}

---

Record 3
{"formula": "C4H7NO", "method": "wB97M-V/def2-TZVPD", "largest_force_ha_per_bohr": 0.014, "relative_energy_kcal_mol": 53.63, "gap_ev": 10.40, "e_homo_ev": -9.66, "lumo_energy_ev": 0.74, "multiplicity": 1, "molar_mass_g_mol": 85.11, "species": ["C", "C", "N", "C", "C", "O", "H", "H", "H", "H", "H", "H", "H"], "coordinates": [[0.12476, -0.81475, -1.62533], [0.06669, 0.15655, -0.44091], [-1.08758, 0.65798, 0.45089], [-0.14442, 0.67877, 1.61109], [0.46154, -0.48184, 0.87566], [0.64296, -1.63403, 1.15813], [-0.31909, -0.47163, -2.56806], [-0.24812, -1.81391, -1.37207], [1.20840, -0.94287, -1.81489], [0.67295, 1.04080, -0.68527], [-1.40339, 1.59261, 0.19671], [-0.50844, 0.48821, 2.61602], [0.53374, 1.54411, 1.59803]], "atomic_forces_ev_per_a": [[-0.20, 0.02, 0.05], [0.35, -0.17, -0.32], [-0.02, 0.18, -0.62], [0.08, -0.09, 0.37], [0.35, -0.52, 0.06], [0.41, 0.58, -0.03], [-0.06, 0.05, 0.37], [-0.14, 0.33, 0.00], [-0.46, 0.09, 0.08], [0.14, -0.23, 0.15], [0.08, -0.21, -0.10], [-0.41, 0.04, -0.08], [-0.13, -0.09, 0.05]], "nbo_charge": [-0.626, -0.153, -0.589, -0.332, 0.589, -0.514, 0.218, 0.232, 0.225, 0.185, 0.364, 0.214, 0.187]}

---

Record 4
{"formula": "C4H7NO", "method": "wB97M-V/def2-TZVPD", "largest_force_ha_per_bohr": 0.022, "relative_energy_kcal_mol": 50.47, "smiles": "C=CC#N.CO", "gap_ev": 10.72, "e_homo_ev": -10.27, "lumo_energy_ev": 0.45, "multiplicity": 1, "molar_mass_g_mol": 85.11, "species": ["C", "O", "C", "C", "C", "N", "H", "H", "H", "H", "H", "H", "H"], "coordinates": [[2.01661, -0.03781, 1.04432], [1.70674, -0.71846, -0.15795], [-0.89528, 0.32998, -1.14788], [-1.78602, -0.22550, -0.32603], [-1.78909, 0.05433, 1.08454], [-1.77720, 0.25887, 2.22527], [2.63161, 0.82326, 0.77058], [1.11784, 0.32400, 1.56425], [2.59526, -0.66410, 1.73746], [-0.14391, 1.02749, -0.79543], [-0.88926, 0.08624, -2.20558], [1.09073, -1.42836, 0.05960], [-2.53406, -0.93052, -0.67667]], "atomic_forces_ev_per_a": [[0.15, 0.26, 0.31], [-0.14, -0.28, 0.00], [-0.17, -0.03, 0.08], [0.13, 0.07, -0.18], [0.02, 0.19, 1.00], [-0.02, -0.20, -1.12], [-0.08, -0.11, 0.06], [0.15, -0.07, -0.10], [-0.11, 0.08, -0.12], [-0.13, -0.11, -0.02], [-0.04, 0.02, 0.15], [0.12, 0.08, -0.11], [0.10, 0.10, 0.05]], "nbo_charge": [-0.257, -0.724, -0.260, -0.355, 0.251, -0.313, 0.181, 0.173, 0.167, 0.219, 0.210, 0.465, 0.241]}

---

Record 5
{"formula": "C4H7NO", "method": "wB97M-V/def2-TZVPD", "largest_force_ha_per_bohr": 0.025, "relative_energy_kcal_mol": 41.59, "smiles": "CCOCC#N", "gap_ev": 11.56, "e_homo_ev": -10.71, "lumo_energy_ev": 0.85, "multiplicity": 1, "molar_mass_g_mol": 85.11, "species": ["C", "C", "O", "C", "C", "N", "H", "H", "H", "H", "H", "H", "H"], "coordinates": [[-1.88111, -0.34321, 0.00980], [-0.40943, -0.58660, -0.14888], [0.37618, -0.14715, 0.96944], [1.26540, 0.84174, 0.54817], [2.27614, 0.25042, -0.38617], [2.88172, -0.30260, -1.20367], [-2.14322, 0.59366, 0.52366], [-2.31028, -0.26856, -0.99012], [-2.32779, -1.16937, 0.56033], [0.00027, -0.12837, -1.05704], [-0.21071, -1.65306, -0.23256], [1.75013, 1.30369, 1.41255], [0.73270, 1.60941, -0.00550]], "atomic_forces_ev_per_a": [[-0.44, 0.35, 0.09], [0.66, -0.35, -0.04], [-0.15, 0.26, -0.02], [0.57, -0.13, 0.13], [0.28, -0.44, -0.73], [-0.44, 0.69, 0.99], [0.37, -0.23, -0.09], [-0.24, -0.25, 0.07], [-0.22, 0.10, -0.04], [-0.30, -0.04, 0.07], [-0.08, -0.14, -0.19], [-0.04, -0.20, -0.11], [0.02, 0.37, -0.12]], "nbo_charge": [-0.638, -0.079, -0.512, -0.154, 0.240, -0.311, 0.219, 0.218, 0.216, 0.175, 0.193, 0.230, 0.203]}

---

Record 6
{"formula": "C4H7NO", "method": "wB97M-V/def2-TZVPD", "largest_force_ha_per_bohr": 0.006, "relative_energy_kcal_mol": 19.63, "smiles": "NC(=O)C1CC1", "gap_ev": 10.69, "e_homo_ev": -9.72, "lumo_energy_ev": 0.97, "multiplicity": 1, "molar_mass_g_mol": 85.11, "species": ["N", "C", "O", "C", "C", "C", "H", "H", "H", "H", "H", "H", "H"], "coordinates": [[-0.57411, 1.63796, 0.86600], [0.51577, 0.80838, 0.88484], [1.32308, 0.81101, 1.79483], [0.64337, -0.12755, -0.28997], [-0.53330, -0.60699, -1.09397], [0.16481, -1.54421, -0.15190], [-1.04665, 1.82244, -0.00432], [-0.59818, 2.36198, 1.56956], [1.58804, 0.00334, -0.81165], [-1.52758, -0.27653, -0.80391], [-0.39706, -0.74654, -2.16260], [0.78932, -2.33063, -0.56399], [-0.34751, -1.81265, 0.76707]], "atomic_forces_ev_per_a": [[0.07, 0.11, 0.03], [0.08, -0.03, 0.03], [-0.23, 0.02, -0.24], [0.15, 0.06, 0.00], [-0.14, 0.04, -0.12], [0.02, -0.18, 0.10], [0.06, -0.09, 0.12], [0.01, -0.11, -0.07], [-0.14, -0.02, 0.08], [0.18, -0.04, -0.06], [-0.01, 0.03, 0.19], [-0.09, 0.15, 0.06], [0.06, 0.07, -0.13]], "nbo_charge": [-0.827, 0.674, -0.602, -0.337, -0.427, -0.391, 0.393, 0.401, 0.240, 0.214, 0.220, 0.219, 0.222]}

---

Record 7
{"formula": "C4H7NO", "method": "wB97M-V/def2-TZVPD", "largest_force_ha_per_bohr": 0.018, "relative_energy_kcal_mol": 98.83, "gap_ev": 8.88, "e_homo_ev": -8.06, "lumo_energy_ev": 0.82, "multiplicity": 1, "molar_mass_g_mol": 85.11, "species": ["C", "C", "C", "N", "C", "O", "H", "H", "H", "H", "H", "H", "H"], "coordinates": [[1.42925, -0.61858, 0.07789], [0.05866, 0.01105, 0.11823], [-0.15853, 1.39688, 0.64492], [-0.33070, 0.93865, -0.93461], [-1.08002, -0.91789, 0.38290], [-2.18651, -0.80076, -0.10434], [1.47199, -1.47675, -0.60302], [2.17217, 0.12263, -0.22576], [1.69210, -0.95610, 1.08619], [-1.20841, 1.48659, 0.95366], [0.26854, 1.69091, -1.21821], [-1.26817, 0.82990, -1.30844], [-0.86037, -1.70653, 1.13058]], "atomic_forces_ev_per_a": [[0.04, 0.01, 0.01], [0.10, -0.02, 0.02], [-0.39, -0.09, 0.23], [-0.26, 0.42, 0.26], [-0.41, 0.07, -0.10], [0.55, -0.12, 0.13], [-0.01, 0.14, 0.07], [-0.11, -0.06, 0.07], [-0.03, 0.03, -0.14], [0.10, -0.14, 0.24], [0.35, -0.38, -0.77], [0.13, 0.09, 0.07], [-0.07, 0.06, -0.08]], "nbo_charge": [-0.612, -0.089, -0.358, -0.643, 0.431, -0.550, 0.211, 0.232, 0.228, 0.144, 0.451, 0.429, 0.126]}

---

Record 8
{"formula": "C4H7NO", "method": "wB97M-V/def2-TZVPD", "largest_force_ha_per_bohr": 0.036, "relative_energy_kcal_mol": 34.93, "smiles": "CC1=NCCO1", "gap_ev": 10.73, "e_homo_ev": -9.66, "lumo_energy_ev": 1.08, "multiplicity": 1, "molar_mass_g_mol": 85.11, "species": ["C", "C", "N", "C", "C", "O", "H", "H", "H", "H", "H", "H", "H"], "coordinates": [[-0.75867, 0.69936, -1.80319], [-0.35335, 0.12664, -0.49558], [-0.90989, 0.28624, 0.64470], [-0.11908, -0.59087, 1.54975], [1.19747, -0.39094, 0.86018], [0.83352, -0.54287, -0.51780], [-0.21171, 1.63532, -1.96402], [-1.82771, 0.90048, -1.79896], [-0.49348, 0.01613, -2.61474], [-0.06950, -0.26752, 2.59312], [-0.55619, -1.59423, 1.48606], [2.08098, -1.00137, 1.07379], [1.18761, 0.72364, 0.98670]], "atomic_forces_ev_per_a": [[-0.17, 0.03, -0.04], [-0.34, 0.32, 0.07], [-0.56, -0.58, -0.53], [-0.12, -0.06, 0.11], [-0.04, 0.26, 0.28], [-0.04, 0.17, -0.15], [-0.09, -0.13, 0.00], [0.06, 0.04, -0.09], [-0.09, 0.07, 0.14], [-0.33, 0.14, -0.24], [0.24, -0.04, 0.14], [-0.25, 0.41, 0.11], [1.73, -0.63, 0.21]], "nbo_charge": [-0.672, 0.540, -0.488, -0.271, -0.105, -0.503, 0.237, 0.238, 0.235, 0.207, 0.195, 0.208, 0.179]}

---

Record 9
{"formula": "C4H7NO", "method": "wB97M-V/def2-TZVPD", "largest_force_ha_per_bohr": 0.007, "relative_energy_kcal_mol": 60.16, "smiles": "O[C@H]1C[C@H]2N[C@@H]12", "gap_ev": 10.45, "e_homo_ev": -9.40, "lumo_energy_ev": 1.05, "multiplicity": 1, "molar_mass_g_mol": 85.11, "species": ["O", "C", "C", "C", "N", "C", "H", "H", "H", "H", "H", "H", "H"], "coordinates": [[1.96322, 0.68946, 0.34473], [0.94159, 0.21332, -0.47702], [0.29908, -1.18368, -0.15809], [-1.04274, -0.47504, -0.02872], [-0.85504, 0.49895, 1.05991], [-0.44014, 0.84659, -0.31176], [1.56629, 0.77858, 1.22475], [1.29969, 0.26304, -1.50851], [0.64969, -1.65380, 0.76532], [0.37062, -1.88794, -0.99103], [-2.02953, -0.84133, -0.29218], [-1.74763, 0.95563, 1.24023], [-0.84740, 1.72249, -0.80716]], "atomic_forces_ev_per_a": [[-0.06, 0.05, 0.27], [-0.11, -0.06, -0.29], [0.06, -0.12, 0.03], [-0.20, -0.25, -0.09], [-0.12, 0.07, 0.11], [0.04, 0.27, -0.20], [0.12, -0.01, -0.08], [-0.05, -0.01, 0.14], [-0.04, 0.05, -0.13], [-0.01, 0.13, 0.10], [0.17, 0.06, 0.08], [0.13, -0.03, -0.01], [0.06, -0.16, 0.06]], "nbo_charge": [-0.703, 0.105, -0.435, -0.087, -0.620, -0.129, 0.478, 0.184, 0.215, 0.214, 0.210, 0.361, 0.210]}